# C2H6NO3

A molecular structure, C2H6NO3 (ωB97M-V/def2-TZVPD, the OMol25 dataset).

XYZ file:
```
12
C2H6NO3 (ωB97M-V/def2-TZVPD)
O 0.13886 1.90405 1.03933
O -0.31993 2.05535 -1.77678
O 0.18589 -2.72174 -0.58523
N 0.44422 -0.27966 0.36196
C -0.33484 -1.96982 0.25794
C 0.03181 0.67375 1.18155
H -1.32877 -1.54258 0.02277
H -0.52756 1.11138 -1.81579
H -0.20283 -2.14807 1.33591
H -0.47574 0.24638 2.06939
H 1.17177 0.08169 -0.24816
H -0.15310 2.18515 -0.81707
```

Summary:
ΔE to the lowest compared entry with this formula, charge and spin: 41.8 kcal per mole
Orbital gap: 0.311 hartree
E_HOMO: -4.2 eV
Net charge: -1

***

# C4H8IN4

2 unconnected molecules or ions with the total composition C4H8IN4 (ωB97M-V/def2-TZVPD, the OMol25 dataset).

XYZ file:
```
17
C4H8IN4 (ωB97M-V/def2-TZVPD)
I -0.39593 2.23023 1.61279
N 1.36392 0.37308 -0.57567
N -3.57326 0.04391 0.14491
N 0.46703 -0.37326 -0.27787
N -2.43660 0.36475 0.47185
C 2.40593 1.02639 -0.82544
C -1.34986 0.81755 0.55197
C 2.45295 2.49256 -1.02642
C -4.33128 -0.98128 0.74225
H 3.25587 2.79254 -1.67115
H 3.38292 0.45684 -0.66114
H 1.46591 2.84807 -1.41873
H 0.23117 -1.04064 -0.98197
H -3.98774 -2.05864 0.75521
H 2.52879 2.80150 0.00661
H -5.29254 -1.07470 0.05213
H -4.68954 -0.64547 1.81322
```

Summary:
ΔE to the lowest compared entry with this formula, charge and spin: 161.8 kcal per mole
Orbital gap (spin up / spin down): 0.239 / 0.238 hartree
E_HOMO (spin up / spin down): -11.9 / -11.9 eV
Net charge: +1

***

# C16H18Br3IrNO

A molecular structure, C16H18Br3IrNO (ωB97M-V/def2-TZVPD, the OMol25 dataset).

XYZ file:
```
40
C16H18Br3IrNO (ωB97M-V/def2-TZVPD)
Ir -2.63838 -1.27075 -0.80728
Br 1.69252 -5.67798 -3.47600
Br -4.64001 -0.17519 0.65181
Br -4.95018 -2.27257 -1.63537
O -1.25576 0.28796 -0.08682
N -1.26534 -2.67642 -1.59300
C 1.75629 2.32843 -0.01710
C -0.49239 0.70172 2.61950
C 0.67505 1.56970 0.52850
C 3.59371 3.56344 3.14260
C -5.94290 -1.17279 -0.38178
C 2.69473 2.97514 0.86227
C 0.96447 -3.48998 -1.85276
C 1.55608 2.13489 2.74338
C 0.50908 -4.47548 -2.72983
C 1.97748 2.49221 -1.47807
C -0.84884 -4.54648 -3.02510
C 2.61824 2.89172 2.23120
C 0.05560 -2.62132 -1.30910
C -1.69609 -3.64110 -2.43967
C 0.57244 1.45803 1.91558
C -0.29332 1.00353 -0.39532
H 2.01188 -3.41534 -1.59630
H 0.37668 -1.86591 -0.60452
H -0.42247 -0.36477 2.38030
H -6.50400 -1.82066 0.28092
H 4.06930 2.83264 3.79942
H -0.17269 1.26762 -1.44896
H 2.00344 1.53012 -1.99641
H 4.36452 4.09835 2.59572
H -1.48054 1.02626 2.28591
H -6.56427 -0.48166 -0.93794
H -0.42199 0.81936 3.69715
H 1.45052 2.05155 3.82040
H -1.24010 -5.29676 -3.69767
H -2.75485 -3.68506 -2.64987
H 3.49601 3.55209 0.41477
H 3.07553 4.26747 3.79715
H 1.16523 3.07930 -1.92587
H 2.90531 3.01870 -1.68182
```

Summary:
Orbital gap (spin up / spin down): 0.269 / 0.176 hartree
E_HOMO (spin up / spin down): -17.7 / -17.7 eV
Spin multiplicity: 5
⟨S²⟩: 6.0281
Net charge: +3

***

# C2H12N2O3

4 unconnected molecules or ions with the total composition C2H12N2O3 (ωB97M-V/def2-TZVPD, the OMol25 dataset).

XYZ file:
```
19
C2H12N2O3 (ωB97M-V/def2-TZVPD)
O -1.00830 -1.07085 2.43302
O -2.71168 -0.33220 0.07202
O 0.44168 2.39524 2.77133
N 0.88738 -0.18891 -2.25758
N 0.32422 0.39221 -0.09518
C 1.16834 -0.00546 -0.94150
C 1.63551 -1.14516 -3.04409
H -0.50896 2.55180 2.74198
H 1.72257 -0.76400 -4.06452
H -2.21964 0.37266 -0.36898
H 0.56368 1.61259 2.22942
H -0.10711 -0.06960 -2.39504
H -1.91717 -1.23414 2.59904
H 2.60981 -1.35330 -2.63533
H 1.12356 -2.10291 -3.16393
H -0.60364 -1.93645 2.54660
H 0.40270 1.11025 0.59316
H 2.22068 -0.08086 -0.65749
H -2.14527 -0.47668 0.84237
```

Summary:
ΔE to the lowest compared entry with this formula, charge and spin: 35.3 kcal per mole
Orbital gap: 0.356 hartree
E_HOMO: -9.0 eV
Net charge: 0

***

# C5H5NOS

A molecular structure, C5H5NOS (ωB97M-V/def2-TZVPD, the OMol25 dataset).

XYZ file:
```
13
C5H5NOS (ωB97M-V/def2-TZVPD)
S 2.85689 -0.35918 -0.01767
O -2.00541 -0.20657 -0.01038
N -0.12907 1.36969 0.03792
C 0.20282 0.27265 1.01327
C 0.20055 0.35085 -1.00957
C -0.89121 -0.74545 0.70895
C 1.27003 -0.09269 -0.00813
C -0.90753 -0.69978 -0.75795
H 0.45616 0.54378 2.04576
H -1.04095 -1.54702 -1.41537
H -1.06246 -1.62525 1.32184
H 0.63338 2.06179 0.09124
H 0.41681 0.67717 -1.99992
```

Summary:
ΔE to the lowest compared entry with this formula, charge and spin: 87.8 kcal per mole
Orbital gap: 0.328 hartree
E_HOMO: -8.8 eV
Net charge: 0

***

# C3H2NP

C3H2NP in the gas phase (ωB97M-V/def2-TZVPD, the OMol25 dataset).

XYZ file:
```
7
C3H2NP (ωB97M-V/def2-TZVPD)
P -0.60058 -0.70275 -0.40743
N -3.05872 0.63882 0.28272
C -1.98779 0.43654 -0.02946
C 1.14922 0.14905 -0.59601
C 1.06732 -0.40068 0.58759
H 1.48834 -0.79193 1.46865
H 1.94222 0.67095 -1.30606
```

Summary:
ΔE to the lowest compared entry with this formula, charge and spin: 15.8 kcal per mole
Orbital gap: 0.379 hartree
E_HOMO: -10.0 eV
Net charge: 0